(1)
116
Properties=species:S:1:pos:R:3 method="wB97M-V/def2-TZVPD" total_charge=-1 largest_force_ha_per_bohr=0.0124 e_homo_ev=-3.92 homo_lumo_gap_ev=3.726
Tl -0.16 0.27 0.20
C -3.34 -2.15 1.34
O -2.80 -1.34 0.31
C -3.63 -1.02 -0.70
C -5.01 -1.09 -0.60
C -5.81 -0.79 -1.70
C -5.23 -0.42 -2.90
C -3.85 -0.32 -2.98
C -3.03 -0.61 -1.90
N -1.60 -0.43 -1.96
N -1.23 -0.57 -3.16
C 0.02 -0.40 -3.68
C 1.22 0.00 -3.01
O 1.35 0.23 -1.79
C 2.41 0.20 -3.85
C 2.40 0.01 -5.18
C 1.22 -0.46 -5.86
C 1.24 -0.70 -7.24
C 0.14 -1.18 -7.90
C -1.02 -1.46 -7.15
C -1.06 -1.22 -5.79
C 0.06 -0.69 -5.11
H -4.01 -2.90 0.91
H -2.51 -2.63 1.82
H -3.89 -1.54 2.06
H -5.47 -1.36 0.34
H -6.89 -0.84 -1.60
H -5.84 -0.19 -3.76
H -3.38 0.00 -3.90
H 3.29 0.53 -3.32
H 3.30 0.18 -5.76
H 2.16 -0.49 -7.79
H 0.16 -1.36 -8.96
H -1.89 -1.87 -7.64
H -1.95 -1.46 -5.23
C 2.24 0.62 6.97
C 0.94 -0.13 7.23
N 0.36 -0.67 6.01
C -0.54 0.09 5.33
C -0.96 -0.13 4.06
C -1.79 0.94 3.37
O -2.40 1.73 4.11
O -1.72 0.94 2.11
C -0.49 -1.31 3.38
O -0.63 -1.55 2.19
C 0.38 -2.21 4.18
C 0.87 -3.34 3.54
C 1.90 -4.03 4.11
F 2.50 -5.04 3.43
C 2.46 -3.62 5.32
C 1.91 -2.55 6.00
C 0.87 -1.82 5.43
N 3.68 -4.19 5.80
C 3.88 -5.61 5.70
C 5.01 -6.01 6.62
N 6.24 -5.26 6.18
C 6.03 -3.77 6.21
C 4.84 -3.45 5.32
H 2.65 1.01 7.90
H 2.06 1.45 6.29
H 2.98 -0.02 6.49
H 0.19 0.53 7.67
H 1.09 -0.95 7.95
H -0.87 0.99 5.82
H 0.50 -3.60 2.55
H 2.37 -2.26 6.94
H 4.12 -5.94 4.68
H 2.97 -6.14 5.99
H 5.24 -7.08 6.57
H 4.81 -5.71 7.65
H 6.44 -5.53 5.21
H 7.05 -5.53 6.74
H 6.95 -3.30 5.87
H 5.82 -3.51 7.24
H 5.08 -3.71 4.28
H 4.64 -2.38 5.34
N 2.73 -1.97 0.83
C 2.57 -1.08 1.88
N 3.22 -1.16 3.04
N 2.76 -0.11 3.75
N 1.88 0.54 3.06
N 1.75 -0.04 1.84
C 1.62 -2.51 0.18
N 1.60 -3.78 -0.20
N 0.40 -3.91 -0.82
N -0.24 -2.80 -0.81
N 0.51 -1.87 -0.18
H 3.42 -2.68 1.03
C -2.41 2.75 -2.58
Si -2.04 3.03 -0.75
C -2.11 4.92 -0.61
C -3.47 2.42 0.29
C -0.31 2.39 -0.35
Si 0.83 3.48 0.69
C 0.13 3.76 2.39
C 1.07 5.14 -0.19
C 2.60 2.86 0.74
H -3.30 2.14 -2.71
H -1.59 2.27 -3.11
H -2.60 3.72 -3.05
H -3.11 5.22 -0.94
H -1.38 5.41 -1.25
H -1.98 5.28 0.42
H -4.37 2.38 -0.33
H -3.65 3.10 1.13
H -3.28 1.44 0.73
H 0.20 2.31 -1.32
H -0.75 4.41 2.35
H 0.87 4.24 3.05
H -0.17 2.82 2.84
H 0.34 5.89 0.10
H 1.01 5.01 -1.27
H 2.06 5.53 0.05
H 2.69 1.79 0.95
H 3.15 3.40 1.52
H 3.07 3.05 -0.22

=====

(2)
17
Properties=species:S:1:pos:R:3 method="wB97M-V/def2-TZVPD" largest_force_ha_per_bohr=0.1409 e_homo_ev=-9.20 homo_lumo_gap_ev=9.624
C -2.14 -0.37 -0.32
C -0.70 -0.14 0.15
C -0.16 1.28 0.18
C 1.45 -0.25 -0.30
C 0.15 -1.23 0.86
H -2.22 -1.44 0.00
H -1.89 -0.39 -1.55
H -2.99 0.44 -0.23
H -0.50 1.88 1.12
H -0.83 1.84 -0.69
H 1.47 1.81 -0.89
H 3.40 0.09 -0.09
H 1.03 -0.70 1.33
H -0.34 -2.14 1.26
N 1.27 1.11 0.19
N 2.70 -0.75 -0.28
N 0.30 -1.03 -0.72

=====

(3)
13
Properties=species:S:1:pos:R:3 method="wB97M-V/def2-TZVPD" largest_force_ha_per_bohr=0.0107 e_homo_ev=-7.57 homo_lumo_gap_ev=8.088
N 2.15 0.43 -0.47
C 0.76 0.22 -0.05
C 1.28 1.38 0.42
N -1.74 0.77 0.75
C -1.48 -0.39 0.30
O -2.42 -1.39 0.30
C -0.17 -0.73 -0.23
H 2.30 0.52 -1.47
H 2.90 -0.08 -0.01
H 1.05 2.37 0.04
H -2.69 0.80 1.13
H -2.02 -2.21 -0.01
H 0.06 -1.69 -0.70

=====

(4)
100
Properties=species:S:1:pos:R:3 method="wB97M-V/def2-TZVPD" total_charge=-1 largest_force_ha_per_bohr=0.0137 e_homo_ev="-5.33 / -5.41" multiplicity=2 homo_lumo_gap_ev="6.621 / 6.705"
Y -0.35 -0.10 0.31
F -4.13 0.15 -4.19
C -4.83 -0.34 -3.14
F -5.35 0.71 -2.50
F -5.87 -1.00 -3.69
C -4.01 -1.23 -2.26
C -4.36 -2.56 -2.13
C -3.61 -3.40 -1.32
C -2.53 -2.85 -0.65
N -2.17 -1.57 -0.76
C -2.88 -0.72 -1.56
S -2.31 0.88 -1.66
H -5.22 -2.93 -2.67
H -3.86 -4.44 -1.19
H -1.93 -3.45 0.01
C 4.10 -4.56 1.65
C 4.09 -4.69 0.27
C 3.10 -4.06 -0.48
C 2.13 -3.30 0.16
C 2.16 -3.15 1.54
C 3.14 -3.79 2.28
N 1.16 -2.57 -0.61
N 0.92 -3.12 -1.70
C 0.13 -2.37 -2.61
C -0.55 -3.11 -3.57
C -1.22 -2.41 -4.57
C -1.12 -1.03 -4.59
C -0.41 -0.40 -3.58
N 0.18 -1.05 -2.58
H 4.88 -5.04 2.23
H 4.85 -5.27 -0.24
H 3.10 -4.14 -1.56
H 1.44 -2.53 2.03
H 3.14 -3.67 3.35
H -0.53 -4.19 -3.52
H -1.79 -2.94 -5.32
H -1.60 -0.44 -5.36
H -0.33 0.68 -3.57
F 5.87 0.06 2.44
C 4.59 0.08 1.96
C 3.56 0.36 2.83
C 2.26 0.36 2.33
C 1.95 0.05 1.00
C 3.06 -0.20 0.18
C 4.37 -0.19 0.63
H 3.78 0.57 3.87
H 1.47 0.57 3.04
H 2.90 -0.45 -0.87
H 5.21 -0.40 -0.03
F -0.71 -0.81 2.81
P -1.22 -2.39 3.01
F -2.62 -1.98 2.30
F -0.58 -2.60 1.49
F -1.68 -3.91 3.05
F 0.19 -2.75 3.66
F -1.84 -2.03 4.43
F 1.47 6.28 3.61
C 1.07 5.26 2.84
C 0.59 4.09 3.41
F 0.52 3.98 4.74
C 0.18 3.05 2.60
F -0.30 1.94 3.21
C 0.24 3.08 1.20
O -0.15 2.10 0.44
C 0.72 4.29 0.67
F 0.77 4.44 -0.66
C 1.13 5.35 1.46
F 1.57 6.48 0.89
Cl 4.94 2.77 -1.23
C 4.55 1.63 -2.47
C 5.58 0.91 -3.04
C 5.33 0.02 -4.08
C 4.03 -0.12 -4.57
C 3.00 0.60 -4.00
C 3.20 1.48 -2.91
C 2.14 2.13 -2.29
H 6.59 1.04 -2.66
H 6.14 -0.55 -4.51
H 3.83 -0.80 -5.39
H 1.99 0.48 -4.38
H 1.13 2.05 -2.65
H 2.30 2.72 -1.39
C -4.46 3.83 1.65
C -4.03 2.48 2.21
C -3.44 2.67 3.61
C -5.24 1.54 2.27
N -3.09 1.94 1.22
N -2.49 0.69 1.54
H -5.22 4.29 2.28
H -4.85 3.72 0.64
H -3.60 4.52 1.61
H -4.17 3.14 4.27
H -2.56 3.31 3.57
H -3.16 1.72 4.07
H -6.02 1.97 2.90
H -4.97 0.57 2.69
H -5.64 1.38 1.27
H -2.33 2.59 1.04
H -3.16 -0.04 1.37
H -2.24 0.65 2.53

=====

(5)
31
Properties=species:S:1:pos:R:3 method="wB97M-V/def2-TZVPD" total_charge=+1 largest_force_ha_per_bohr=0.2267 e_homo_ev=-13.52 homo_lumo_gap_ev=10.419
O 0.85 -0.17 -0.03
H 1.18 0.68 0.32
H 0.11 0.08 -0.65
H 1.03 -0.89 0.68
O 1.50 -2.11 1.55
H 2.13 -2.75 1.40
H 0.83 -2.56 2.02
O 0.11 2.53 0.20
H 0.44 3.22 -0.43
H -0.41 2.94 0.83
O 2.32 0.38 3.54
H 2.05 -0.29 3.14
H 1.88 0.32 4.43
O -2.99 2.16 -0.76
H -2.40 2.79 -0.10
H -2.54 1.41 -0.95
O -1.14 0.74 -2.19
H -1.64 0.54 -3.04
H -0.42 1.28 -2.58
O 0.14 -2.29 -2.39
H 1.02 -2.63 -2.26
H -0.29 -2.97 -3.01
O 3.12 1.76 0.46
H 3.14 2.37 -0.37
H 3.07 2.42 1.17
O -2.47 -2.33 -0.95
H -1.56 -2.27 -1.29
H -3.08 -2.25 -1.66
O -1.66 -0.58 1.14
H -1.85 -1.12 0.40
H -2.49 -0.41 1.36

=====

(6)
127
Properties=species:S:1:pos:R:3 method="wB97M-V/def2-TZVPD" total_charge=-1 largest_force_ha_per_bohr=0.0853 e_homo_ev=-4.07 homo_lumo_gap_ev=5.517
C -3.41 1.05 4.67
C -4.91 1.03 4.07
F -5.78 0.71 5.21
C -5.14 -0.10 2.96
Sb -5.22 0.72 0.86
C -6.77 2.22 1.39
C -3.62 2.24 1.35
C -2.93 2.85 0.05
F -1.49 2.54 0.12
C -3.53 -0.68 0.35
C -3.23 -0.78 -1.22
C -1.64 -0.67 -1.53
F -0.83 -1.26 -0.49
C -6.70 -0.86 0.40
C -7.33 -0.81 -1.08
C -8.07 0.54 -1.46
O -9.33 0.52 -1.56
O -7.45 1.78 -1.75
H -2.93 0.02 4.72
H -2.77 1.82 4.11
H -3.47 1.44 5.76
H -5.11 2.09 3.71
H -6.10 -0.68 3.22
H -4.27 -0.84 3.03
H -5.12 1.29 -0.79
H -7.78 2.03 0.89
H -6.34 3.26 1.16
H -6.95 2.18 2.52
H -4.13 3.09 1.94
H -2.81 1.71 1.94
H -3.03 3.99 0.01
H -3.29 2.41 -0.94
H -2.64 -0.31 0.96
H -3.83 -1.70 0.78
H -3.72 0.02 -1.85
H -3.61 -1.80 -1.60
H -1.42 0.46 -1.61
H -1.46 -1.16 -2.54
H -7.54 -0.94 1.19
H -6.14 -1.87 0.48
H -8.13 -1.64 -1.12
H -6.56 -1.13 -1.88
H -6.99 1.77 -2.61
Cl -2.13 -2.17 2.98
C -2.26 -3.87 2.72
C -3.49 -4.51 2.58
Cl -4.99 -3.66 2.66
C -3.53 -5.89 2.38
C -2.35 -6.62 2.31
C -1.12 -5.98 2.44
C -1.08 -4.61 2.64
H -4.48 -6.40 2.28
H -2.39 -7.70 2.16
H -0.20 -6.55 2.38
H -0.12 -4.11 2.74
Cl 1.46 8.90 0.15
C 1.33 7.19 -0.10
C 0.10 6.55 -0.22
Cl -1.40 7.40 -0.14
C 0.05 5.17 -0.42
C 1.23 4.43 -0.50
C 2.46 5.08 -0.38
C 2.51 6.45 -0.19
H -0.90 4.66 -0.51
H 1.19 3.36 -0.65
H 3.38 4.51 -0.45
H 3.47 6.95 -0.10
Cl -1.12 -2.72 7.23
C -1.22 -4.43 7.44
C -2.19 -5.20 6.82
Cl -3.38 -4.52 5.77
C -2.23 -6.58 7.03
C -1.29 -7.18 7.86
C -0.31 -6.41 8.48
C -0.28 -5.04 8.27
H -2.99 -7.19 6.55
H -1.32 -8.26 8.03
H 0.42 -6.88 9.13
H 0.49 -4.44 8.76
Cl -6.63 -3.22 -6.01
C -5.00 -3.67 -5.68
C -4.46 -3.65 -4.39
Cl -5.38 -3.17 -3.02
C -3.13 -4.02 -4.19
C -2.34 -4.42 -5.26
C -2.88 -4.45 -6.55
C -4.20 -4.08 -6.75
H -2.71 -4.00 -3.19
H -1.31 -4.70 -5.10
H -2.27 -4.76 -7.39
H -4.62 -4.10 -7.76
Cl 5.25 4.00 -1.54
C 5.14 2.29 -1.33
C 4.15 1.52 -1.95
Cl 2.96 2.22 -2.99
C 4.10 0.15 -1.73
C 5.04 -0.46 -0.90
C 6.03 0.30 -0.29
C 6.07 1.67 -0.50
H 3.34 -0.45 -2.21
H 5.00 -1.53 -0.73
H 6.76 -0.17 0.36
H 6.84 2.26 -0.02
Cl 8.58 -1.98 0.44
C 9.96 -1.27 -0.31
C 11.25 -1.45 0.18
Cl 11.58 -2.41 1.57
C 12.33 -0.84 -0.47
C 12.12 -0.06 -1.59
C 10.83 0.12 -2.09
C 9.75 -0.48 -1.45
H 13.33 -0.98 -0.09
H 12.96 0.41 -2.09
H 10.66 0.73 -2.97
H 8.75 -0.34 -1.84
Cl 9.29 8.60 -5.30
C 8.01 7.45 -5.22
C 7.88 6.56 -4.16
Cl 8.97 6.55 -2.82
C 6.83 5.64 -4.15
C 5.92 5.61 -5.20
C 6.05 6.50 -6.26
C 7.10 7.41 -6.27
H 6.72 4.95 -3.33
H 5.11 4.89 -5.19
H 5.34 6.47 -7.08
H 7.20 8.10 -7.11